(1)
Computed, not measured: a structure of composition C15H10Br2IN2OPtS, with ωB97M-V/def2-TZVPD.

XYZ file:
```
33
Properties=species:S:1:pos:R:3:forces:R:3:mulliken_charge:R:1
Pt 0.142352 0.096111 -0.066478 0.2 0.0 0.2 1.621
Br 1.201396 -1.477707 4.770947 0.0 0.0 0.0 -0.184
C 0.114832 -2.415870 3.538475 0.0 0.1 -0.1 -0.128
C -0.477215 -3.616702 3.939028 0.0 -0.1 0.0 -0.361
C -1.269735 -4.326723 3.082608 0.0 0.0 0.1 -0.013
Br -2.051718 -5.952691 3.691370 0.0 0.0 0.0 -0.277
C -1.506442 -3.867432 1.766541 0.1 0.1 0.0 0.684
C -2.298462 -4.526404 0.803901 0.0 0.1 -0.1 -0.651
C -2.438807 -3.979694 -0.442423 -0.1 -0.2 0.1 -0.984
C -1.794415 -2.770169 -0.736247 0.1 0.2 0.0 -0.189
N -1.059370 -2.131116 0.138452 0.0 -0.1 -0.1 -0.193
C -0.900090 -2.649746 1.371090 0.1 0.0 0.1 -0.131
C -0.058174 -1.877391 2.264419 0.0 0.0 0.0 0.907
O 0.478480 -0.774115 1.891627 -0.1 0.0 0.0 -1.107
H -0.298308 -3.976214 4.942855 0.0 0.0 0.0 0.398
H -2.781521 -5.458718 1.062631 0.0 0.0 0.0 0.321
H -3.036488 -4.466431 -1.201359 0.0 0.0 0.0 0.388
H -1.883330 -2.321942 -1.719051 0.0 0.0 0.0 0.391
S -2.146075 1.049691 1.076447 0.0 0.0 0.0 -0.396
C -2.586637 0.872132 -0.563322 0.1 0.0 0.0 0.506
C -3.824618 1.200949 -1.148523 0.0 0.0 -0.1 -0.669
C -4.003748 1.000202 -2.496214 0.0 0.0 0.1 -0.101
C -2.963033 0.485639 -3.278692 0.0 0.0 0.0 -0.817
C -1.772815 0.187979 -2.656313 0.0 0.0 0.0 -0.166
N -1.608101 0.368236 -1.342726 0.0 0.1 0.0 -0.471
H -4.606435 1.606797 -0.522688 0.0 0.0 0.0 0.385
H -4.953123 1.247659 -2.956095 0.0 0.0 0.0 0.359
H -3.077789 0.328423 -4.341434 0.0 0.0 0.0 0.398
H -0.910250 -0.207767 -3.180483 0.0 0.0 0.0 0.290
C 1.183276 1.835382 0.341700 -0.2 0.0 -0.2 -0.964
H 0.975927 2.749525 -0.204641 0.1 0.0 0.0 0.342
H 1.956910 1.866687 1.101062 0.0 0.0 0.0 0.346
I 1.889082 -0.948485 -2.061791 -0.2 0.0 0.1 -0.533
```
Forces are in eV/Å.

The calculation puts the maximum force at 0.3 eV/A. The total energy comes out at -183011.8595 eV. The charge is -1. The spin multiplicity is 5.


(2)
Computed, not measured: the molecule CH4N2O at a distorted geometry, with ωB97M-V/def2-TZVPD.

XYZ file:
```
8
Properties=species:S:1:pos:R:3:forces:R:3:mulliken_charge:R:1
N -0.650048 -0.351873 -0.927978 0.9 0.2 0.0 -0.579
C 0.153594 0.495771 -0.092057 -1.1 -0.5 0.9 0.555
N 0.934846 -0.256377 0.756113 -0.3 0.4 -0.5 -0.414
O 0.031639 1.695090 -0.007752 0.6 0.0 -0.5 -0.565
H -0.975301 0.142338 -1.748376 -0.3 0.1 0.3 0.262
H -1.406415 -0.680499 -0.342982 -0.2 -0.2 -0.3 0.247
H 0.749454 -1.243569 0.739643 0.2 -0.1 0.2 0.255
H 1.162231 0.199120 1.623387 0.2 -0.1 0.0 0.241
```
Forces are in eV/Å.

As for the structure (SMILES): NC(N)=O. The calculation puts the energy above the lowest of the compared OMol25 structures with the same formula, charge and spin at 32.4 kJ/mol. The calculation puts the maximum force at 1.5 eV/A.


(3)
Computed, not measured: a structure of composition C18H22Br2Cl2N10STi at a distorted geometry, with ωB97M-V/def2-TZVPD.

XYZ file:
```
56
Properties=species:S:1:pos:R:3:forces:R:3:mulliken_charge:R:1
Ti 0.269002 0.355028 -0.046034 -0.7 1.1 1.3 -0.074
C -4.193692 1.022304 0.322029 -0.3 0.1 0.3 -1.761
C -2.753089 0.925397 -0.015029 0.3 0.1 0.4 0.618
N -1.756605 0.825394 0.814845 0.4 0.0 -0.9 0.941
N -1.963627 0.850749 2.163531 -0.6 0.0 1.1 -0.682
C -0.971866 1.309572 2.975415 -0.5 0.0 -0.4 0.566
N -1.217534 1.603533 4.231238 0.0 -0.1 -0.1 -0.320
S 0.568793 1.471750 2.275454 0.4 -0.2 -0.9 -0.151
C -2.331409 1.002380 -1.420288 -0.5 0.1 -0.6 0.558
C -3.238237 1.305754 -2.435522 0.4 -0.3 0.7 -0.743
C -2.783601 1.458067 -3.739227 0.5 0.0 -0.2 -0.895
C -1.420833 1.342235 -3.974671 -0.2 0.0 0.2 -1.174
C -0.573175 1.043612 -2.911383 0.2 0.1 -0.6 -0.091
N -1.000003 0.848181 -1.657346 -0.3 0.2 -0.1 0.795
H -4.432307 0.881623 1.373929 0.0 0.0 -0.1 0.471
H -4.776238 0.287326 -0.239437 0.1 -0.1 0.0 0.430
H -4.591643 2.001155 0.031660 0.1 0.0 0.0 0.419
H -2.920731 0.808213 2.522967 0.4 0.0 -0.3 0.213
H -2.141868 1.559628 4.646144 0.0 0.0 -0.1 0.227
H -0.486707 1.944668 4.849229 0.0 -0.1 -0.2 0.275
H -4.285495 1.440720 -2.215101 -0.1 0.0 0.0 0.559
H -3.476858 1.676395 -4.539866 0.0 0.0 -0.1 0.504
H -1.014670 1.482502 -4.967205 0.1 0.0 0.0 0.540
H 0.498339 0.977216 -3.094827 -0.3 0.0 0.1 0.547
N -2.070437 -2.058292 0.396792 -0.1 -0.1 -0.1 -0.121
C -0.870460 -2.331211 0.949556 -0.3 -0.4 0.3 0.151
N -0.771089 -3.383169 1.710115 -0.5 -0.3 -0.1 -0.593
C 0.404815 -3.696494 2.282077 -0.3 0.7 -0.5 0.301
N 0.533662 -4.773502 3.000875 0.0 -0.1 0.1 -0.226
N 1.481146 -2.878032 2.094241 0.7 0.4 0.0 -0.635
C 1.339026 -1.815271 1.379682 0.5 -0.8 0.6 -0.280
N 0.173389 -1.435620 0.740890 -0.2 0.1 0.0 0.970
C 2.498541 -0.923838 1.221424 0.5 -0.5 0.5 1.129
C 3.729629 -1.239890 1.785480 -0.6 0.0 -0.3 -0.534
C 4.797394 -0.370979 1.594021 -0.1 0.2 -0.1 -0.733
C 4.584441 0.776204 0.843474 -0.1 -0.2 0.1 -0.969
C 3.316873 1.028810 0.332736 0.5 0.7 -0.2 -0.186
N 2.282062 0.204938 0.507723 0.3 -0.2 0.3 0.370
H -2.097960 -1.663116 -0.535494 0.0 -0.1 0.2 0.020
H -2.770754 -2.770664 0.587606 0.1 0.0 -0.1 0.314
H -0.247585 -5.405904 3.137466 0.0 0.1 0.0 0.298
H 1.423762 -5.021487 3.418278 0.0 0.1 -0.1 0.285
H 3.830328 -2.160012 2.344809 0.0 0.0 0.0 0.632
H 5.766531 -0.582865 2.022427 0.1 0.0 0.0 0.522
H 5.388725 1.473345 0.656253 0.0 0.1 0.0 0.526
H 3.143070 1.931847 -0.235053 -0.1 -0.1 0.0 0.123
Br 2.939803 2.361482 -3.108942 0.0 0.4 0.0 0.002
C 2.192652 3.903245 -2.213157 0.3 -0.4 -0.3 -0.601
Br 0.879458 3.301306 -0.860984 0.0 0.2 0.3 0.044
H 1.672123 4.536798 -2.930681 -0.1 -0.2 0.2 0.451
H 2.981490 4.448094 -1.692789 -0.2 -0.2 0.0 0.459
Cl 1.770031 -0.961829 -1.875176 0.7 0.2 0.0 0.131
C 0.964479 -2.069113 -3.005054 -0.5 -0.3 -0.5 -0.492
Cl -0.747381 -2.072387 -2.596768 -0.3 -0.6 -0.4 -0.026
H 1.371050 -3.076428 -2.878267 0.0 0.3 0.1 0.484
H 1.105241 -1.699369 -4.024065 0.0 -0.1 0.3 0.411
```
Forces are in eV/Å.

The calculation puts the energy above the lowest of the compared OMol25 structures with the same formula, charge and spin at 106.8 kJ/mol. The calculation puts the maximum force at 1.9 eV/A. The charge is +4.


(4)
Computed, not measured: the molecule C3H3N3 at a distorted geometry, with ωB97M-V/def2-TZVPD.

XYZ file:
```
9
Properties=species:S:1:pos:R:3:forces:R:3:mulliken_charge:R:1
N 0.660461 2.135921 0.839084 -0.6 -0.5 -0.1 -0.385
C 0.088758 1.165941 0.585773 -0.2 1.7 0.5 0.117
C -0.357667 -0.181774 0.250661 0.7 -0.1 -0.1 0.527
N 0.949417 -0.815139 -0.078858 -0.4 -1.2 -0.3 -0.660
C -1.356477 -0.218092 -0.859150 -0.1 -0.1 -0.8 -0.024
N -2.128888 -0.269943 -1.719702 0.9 0.1 1.1 -0.349
H -0.887967 -0.639026 1.114673 0.8 0.0 -0.4 0.214
H 1.596343 -0.834913 0.712076 -0.6 0.1 -0.1 0.277
H 1.436020 -0.342974 -0.844557 -0.5 0.0 0.3 0.283
```
Forces are in eV/Å.

As for the structure (SMILES): N#CC(N)C#N. The calculation puts the energy above the lowest of the compared OMol25 structures with the same formula, charge and spin at 119.0 kJ/mol. The calculation puts the maximum force at 1.7 eV/A.